Entry from the OMol25 dataset: a structure of composition C6H7KLiO6 in a non-equilibrium geometry (ωB97M-V/def2-TZVPD).

The geometry in XYZ format:
```
21
Properties=species:S:1:pos:R:3
Li 0.62 -0.25 -3.62
O 1.38 -0.79 -1.94
O 0.65 0.74 -0.24
C 0.29 2.01 -0.79
C -0.90 1.65 -1.67
O -0.60 0.31 -2.08
C 0.41 -0.21 -1.23
H 0.04 2.68 0.03
H 1.13 2.41 -1.38
H -1.00 2.29 -2.55
H -1.84 1.65 -1.10
K -0.43 0.24 6.16
O -1.46 -0.13 3.07
O -0.66 -1.42 1.44
C 0.43 -1.67 0.72
C 0.22 -1.62 -0.73
O 0.54 -1.05 3.35
C -0.51 -0.84 2.73
H 1.37 -1.32 1.16
H -0.69 -2.08 -1.13
H 1.01 -2.62 -0.21
```

Values from the calculation:
Total energy   -1291.39882 hartree
Relative energy (zero: lowest compared OMol25 entry of this formula, charge and spin)   3.721 eV
Total charge   +1
HOMO-LUMO gap (alpha / beta)   7.16 / 6.72 eV